[1]
# C4H8S

A single C4H8S molecule at a distorted geometry (ωB97M-V/def2-TZVPD, the Open Molecules 2025 dataset).

The gap between HOMO and LUMO comes out at 9.54 eV. Its multiplicity is 1. The SMILES is CC1(C)CS1. The HOMO energy is -8.640 eV. The energy above the lowest of the compared OMol25 structures with the same formula, charge and spin comes out at 1.6395 eV.

```
13
Properties=species:S:1:pos:R:3:mulliken_charge:R:1
H 0.5113 -2.2282 -0.2472 0.282
S -2.0277 -0.2222 -0.6771 -0.170
H -1.5645 -1.2248 1.4069 0.304
H 1.2864 1.5012 0.1711 0.323
C -0.1940 -0.0932 -0.2705 0.808
H 1.5747 -1.0182 0.5676 0.284
H -1.1706 0.8291 1.4039 0.247
C 0.2924 1.2602 -0.3058 -1.435
C 0.9829 -1.1591 -0.3935 -1.086
H 1.5754 -1.1134 -1.2899 0.340
H -0.3425 2.0113 0.1220 0.434
C -1.3520 -0.2240 0.8323 -0.624
H 0.4282 1.6811 -1.3199 0.293
```


[2]
# C19H32IrN3

C19H32IrN3 as an isolated structure at a distorted geometry (ωB97M-V/def2-TZVPD, the Open Molecules 2025 dataset).

The gap between HOMO and LUMO (alpha / beta) comes out at 6.23 / 5.02 eV. Its multiplicity is 6. As for the expectation value of S²: 8.786. The HOMO energy (alpha / beta) is -8.430 / -11.664 eV. Its net charge is +1. The energy above the lowest of the compared OMol25 structures with the same formula, charge and spin comes out at 0.0000 eV.

```
55
Properties=species:S:1:pos:R:3:mulliken_charge:R:1
N 3.4423 -1.3594 -1.9945 0.002
H 2.9761 0.6836 -2.1450 0.200
C 4.3830 -3.6096 -0.4516 -1.343
H -1.3447 3.1005 1.2580 0.495
H 4.1570 -2.1721 -3.7532 0.360
H 1.6814 -0.4546 -2.6574 0.432
C -5.3818 1.3837 0.1675 -1.261
H 1.1558 1.6761 -2.0897 0.422
C -2.0002 -0.1986 2.0393 -0.008
H 0.9646 -1.7411 1.8447 0.140
C -4.6223 2.5935 0.5103 1.005
H 2.5715 -2.5046 1.8794 0.303
H 4.2982 -4.1674 -1.3710 0.494
C -4.4670 2.9818 1.9133 -1.191
H 5.0787 -2.7134 -2.3161 0.419
H -0.9338 -2.7879 0.1038 0.408
H -0.1435 -0.0099 3.4167 0.486
C 0.7965 1.8694 -1.0792 0.051
C -1.0674 -1.9370 0.7970 -0.192
H 5.2627 -1.0294 -2.9011 0.330
H -6.4688 1.5829 0.1043 0.345
C 0.7956 2.2069 1.2314 -1.203
C 1.5384 1.6338 0.1133 -0.190
H -4.3783 2.0990 2.5651 0.251
H 4.5065 -4.3524 0.3122 0.385
H 3.0205 -4.1230 1.3758 0.369
C -4.2524 3.5339 -0.5553 -1.308
Ir -0.4180 0.5576 0.8085 1.043
C 2.7689 -0.2639 -2.6632 -1.046
H -5.0717 0.9905 -0.8128 0.322
H 1.1491 2.2938 2.2734 0.481
H -3.1419 -1.2748 0.3566 0.402
H 0.8742 -2.0394 -0.3327 -0.278
C -0.5046 2.6690 0.6866 -0.001
N 3.1866 -2.8433 -0.1559 0.019
H 3.2028 -0.2694 -3.6568 0.443
C -0.6793 -0.4717 2.5885 -1.468
H -4.0367 2.9988 -1.4927 0.307
H 1.4441 -3.4429 0.9162 0.403
H -5.2423 0.5960 0.9228 0.284
C -0.4722 2.3994 -0.7396 -1.185
C -2.2227 -1.1553 0.9573 -0.885
H -3.3709 4.1304 -0.2784 0.290
H -5.0686 4.2487 -0.7743 0.357
C 4.5732 -1.8758 -2.7788 -0.974
H -3.5825 3.6214 2.0576 0.258
C 2.6742 -1.8551 -1.0042 0.905
H -1.2618 2.6439 -1.4561 0.418
H -5.3390 3.5590 2.2764 0.364
C 2.5044 -3.2252 1.0666 -0.869
H -2.7095 0.5566 2.4190 0.459
C -0.0665 -1.4237 1.7048 0.127
H 2.5221 1.1504 0.1760 0.456
N 1.4206 -1.4174 -0.9352 -0.264
H 5.2996 -3.0423 -0.4472 0.429
```


[3]
# C10H8O2

A single C10H8O2 molecule at a distorted geometry (ωB97M-V/def2-TZVPD, the Open Molecules 2025 dataset).

The gap between HOMO and LUMO (alpha / beta) comes out at 6.57 / 6.58 eV. Its multiplicity is 1. The HOMO energy (alpha / beta) is -7.065 / -7.067 eV. The energy above the lowest of the compared OMol25 structures with the same formula, charge and spin comes out at 5.0856 eV.

```
20
Properties=species:S:1:pos:R:3:mulliken_charge:R:1
C -3.0293 -0.5378 0.1556 -0.633
C -1.5583 1.4697 0.2341 -0.733
C -1.9192 -1.2858 -0.0438 -0.509
C -0.4069 0.6220 0.0709 0.382
H 4.0947 -0.6209 0.3361 0.287
C 3.3749 -0.1353 -0.2890 -1.150
H -3.6683 1.4954 0.4781 0.403
O 1.7154 0.7799 1.3688 -0.453
H -1.9997 -2.3238 -0.2955 0.376
H 3.8131 0.9591 -0.5008 0.291
O 0.6829 -2.7609 -0.7431 -0.437
H -3.9282 -1.1592 0.1940 0.351
H -1.6689 2.6008 0.3372 0.280
C 0.9638 1.0688 0.1164 -0.123
H 3.3864 -0.6210 -1.2612 0.268
C -2.8444 0.8395 0.3214 -0.274
H 1.2026 2.0027 -0.2307 0.549
C 0.4032 -1.6781 -0.3362 0.247
C 2.0069 0.0208 0.2374 0.351
C -0.6208 -0.7357 -0.1497 0.528
```


[4]
# C15H55INO12

A 13-piece molecular cluster, C15H55INO12 overall (ωB97M-V/def2-TZVPD, the Open Molecules 2025 dataset).

The gap between HOMO and LUMO comes out at 4.95 eV. Its multiplicity is 1. The HOMO energy is -2.994 eV. Its net charge is -1.

```
84
Properties=species:S:1:pos:R:3:mulliken_charge:R:1
H -1.8059 -3.0279 0.6647 0.258
H -0.6811 -4.5532 -3.5646 0.234
O -0.3132 -4.6077 -1.5747 -0.454
H -3.1069 -0.7796 -2.1749 0.282
H 1.3151 0.1181 1.2351 -0.149
H -8.7426 0.2866 -1.9259 0.251
H -1.8210 -5.5675 -2.6607 0.265
H 0.5170 3.5038 -8.7045 0.293
C -1.2550 -2.0848 0.6451 -0.511
H -8.9158 -0.2531 -4.1761 0.289
H 2.6929 -0.6616 3.2004 -0.138
O -2.2275 -5.2835 1.2889 -0.460
O -0.0373 4.2171 -8.3830 -0.495
C -1.2486 -4.6339 -2.6396 -0.404
H -4.2180 -0.2161 -4.1566 0.256
C -8.3934 -0.6584 -2.3500 -0.520
C 4.9233 4.9607 7.3150 -0.532
H 1.9610 3.0575 1.2361 0.399
H -7.4753 -0.9523 -1.8484 0.201
O 1.5466 3.9681 1.2093 -0.552
H 1.9054 -3.7274 4.9555 0.236
H 0.3282 0.4802 -4.7044 0.257
H -0.8150 -4.6746 -0.7568 0.178
C 1.3488 4.3074 -0.1355 -0.360
H -2.0076 4.6596 -8.1841 0.210
H 3.9092 5.2277 7.0325 0.215
H -1.3131 -7.1520 1.1958 0.300
H -4.4215 1.0168 -2.8777 0.258
N 2.8396 1.5287 1.7040 -1.022
H 5.2246 2.0996 5.4579 0.158
H 0.8612 -2.5501 6.7219 0.311
C 4.4017 -1.1406 2.0280 -1.081
H 3.5503 1.8169 1.0307 0.181
O 4.8371 3.8295 8.1770 -0.504
C -4.6157 -0.0250 -3.1542 -0.114
O 1.8448 -2.7730 4.8892 -0.378
O -0.4803 0.9927 -4.7822 -0.436
C -1.3981 3.8392 -8.5534 -0.472
H 5.4908 4.7265 6.4117 0.255
C 4.3433 2.0016 4.8179 -0.298
H -0.9570 -6.2064 2.6664 0.283
C -1.1305 -6.1486 1.5895 -0.608
H 4.7281 -0.8982 1.0189 0.462
H -1.9498 -3.7955 -2.5839 0.114
C -0.1744 2.2195 -5.4359 -0.550
H -1.4147 1.4785 -1.4659 0.336
H -0.2426 -5.7395 1.1146 0.280
H -1.0989 2.7857 -5.5108 0.187
C 2.4083 0.2083 1.2739 -0.461
H 0.7232 -1.2323 5.5452 0.227
H 5.3901 5.8059 7.8312 0.274
H -0.2036 -2.7220 5.3034 0.226
O -4.0625 -0.9187 -2.1979 -0.497
H -0.0954 0.5926 -0.6818 0.086
H 2.3713 -1.8754 1.9103 0.389
C 0.7499 -2.3138 5.6581 -0.597
O 4.7756 1.9367 3.4843 -0.603
H 0.1182 1.2119 -2.3253 0.233
H -5.6889 -0.1897 -3.1746 -0.187
H 0.8960 5.3015 -0.1764 0.255
H 0.2125 2.0430 -6.4429 0.207
H -1.6374 2.9367 -7.9853 0.197
H -1.4733 -0.2790 -2.9988 0.296
O -8.1033 -0.5173 -3.7413 -0.517
H -0.7085 -2.0054 -0.2890 0.084
H 5.7271 3.5756 8.4257 0.287
H -9.1529 -1.4284 -2.1919 0.268
H -3.0085 -5.6464 1.7101 0.263
H 2.7668 0.0041 0.2512 0.372
I 5.1920 -3.1588 2.2567 -0.160
H 0.5513 2.8079 -4.8704 0.332
H 3.9605 1.7887 2.9008 0.436
H -1.6330 3.6714 -9.6081 0.266
H 3.6941 2.8712 4.9868 0.166
O -1.0786 -0.4739 -2.1409 -0.475
C 2.8959 -0.9574 2.1717 0.231
H -0.7535 -2.0733 2.5419 0.157
O -0.3007 -2.0194 1.6991 -0.319
C -0.5960 0.7730 -1.6304 -0.422
H 4.9535 -0.5246 2.7293 0.368
H 3.7983 1.0945 5.1125 0.126
H 0.6724 3.6080 -0.6496 -0.021
H -1.9592 -1.2489 0.7120 0.375
H 2.2903 4.3421 -0.7020 0.233
```


[5]
# C22H52AsSi6TeV

C22H52AsSi6TeV as an isolated structure at a distorted geometry (ωB97M-V/def2-TZVPD, the Open Molecules 2025 dataset).

The gap between HOMO and LUMO (alpha / beta) comes out at 6.89 / 7.32 eV. Its multiplicity is 2. As for the expectation value of S²: 0.778. The HOMO energy (alpha / beta) is -10.195 / -10.240 eV. Its net charge is +1. The energy above the lowest of the compared OMol25 structures with the same formula, charge and spin comes out at 0.2578 eV.

```
83
Properties=species:S:1:pos:R:3:mulliken_charge:R:1
H -4.6670 3.3589 -1.1518 0.372
Te -0.3962 -1.2359 -0.8639 -0.829
C -5.6671 -0.4534 -0.9704 -1.086
H -4.7902 2.2027 0.0841 0.276
H -0.6123 1.0321 -5.4712 0.369
C -3.5758 -1.0066 1.2849 -0.537
H 1.2773 -4.0663 -0.3224 0.434
H 4.6965 0.7011 1.3487 0.231
H -3.7823 2.1041 -5.0086 0.395
Si 1.3400 -1.7028 2.9031 0.397
C 2.1898 -3.9181 0.1790 -1.242
H -4.6591 0.9009 -4.0838 0.344
H -0.4751 2.0623 -3.9837 0.254
C 3.8496 -1.7772 4.3580 -0.620
Si -4.0240 -1.2039 -0.4598 0.640
H -0.0887 -3.0565 4.6323 0.363
H 4.0128 -0.7631 -0.9296 0.005
H 2.6033 3.3121 2.7841 0.371
C 2.5332 3.4155 1.6408 -1.195
C 4.5974 1.4295 0.5158 -1.081
H 5.8647 -2.7147 1.2561 0.349
C -3.8545 -2.8657 -1.0724 -1.024
H -4.1693 3.7898 0.5565 0.378
H 5.1514 2.2431 0.8703 0.515
H 2.1429 1.9118 -1.8559 0.373
H -1.9048 -1.8513 -4.6572 0.298
H 3.2380 -1.5585 5.2344 0.384
Si -2.3015 0.3863 -3.8061 0.534
H -3.6220 -1.6299 -4.5236 0.358
H 5.7538 -1.3447 5.3194 0.403
C 1.1024 0.1038 3.4229 -1.758
C -0.6330 1.0481 -4.3641 -0.910
H -0.3826 3.4220 -1.7066 0.154
H -2.7105 -1.0213 -5.9196 0.367
H 2.6976 -1.6364 -1.8644 0.232
H 4.2719 -2.4164 -1.2764 0.410
H -4.1005 -3.5635 -0.2191 0.324
H -6.2907 -0.1088 -0.0961 0.332
H -3.7708 0.0185 1.5372 0.222
C -0.0339 -2.8879 3.5041 -0.874
H -0.9999 -2.5141 3.0584 0.202
H 0.1310 0.5518 3.5186 0.603
H -4.5628 -3.0933 -1.8577 0.349
H 4.9734 0.9723 -0.4133 0.390
C 2.2342 2.6351 -1.0488 -0.787
H 1.5217 3.8065 1.5714 0.333
C 3.4386 -1.6898 -1.0532 -0.710
H 3.0000 -4.3232 -0.4622 0.307
H -4.1933 -1.6687 1.8535 0.528
C 3.9308 -2.2031 1.9929 0.155
Si -2.4482 2.3675 -0.6429 0.397
C -1.4442 2.3929 0.9428 -0.026
C -1.4389 3.5422 -1.7989 -1.118
Si -2.4314 0.2093 -1.4704 -0.120
H 1.2765 2.9785 -0.7856 -0.257
Si 2.7416 -2.1792 0.5528 0.847
V 0.9690 -0.1643 0.9789 0.881
H 0.1525 -3.9419 3.0976 0.296
H 7.0618 -2.0494 3.2651 0.365
H -1.6992 1.6074 1.7467 0.118
C 3.2045 -1.9548 3.1436 0.428
As 2.7536 1.7757 0.5587 0.210
C 5.2740 -2.3176 2.0968 -0.564
H 1.7603 0.8595 3.0485 0.534
H -3.9025 2.2422 -3.2736 0.226
H -2.5555 -1.3329 1.5424 -0.297
H -6.2762 -1.1710 -1.5200 0.413
C 5.2698 -1.7571 4.4392 -0.816
H 0.1415 0.3818 -4.0071 0.255
C -3.7773 1.5149 -4.0622 -1.130
C -4.1626 3.0170 -0.2622 -1.051
H 2.8481 3.3989 -1.3952 0.566
H -1.7029 4.4820 -1.3770 0.464
H 3.2506 4.1495 1.3533 0.463
C 5.9544 -2.0598 3.2632 -0.427
H 2.1377 -4.6442 1.0103 0.398
H -1.6678 3.4491 -2.8909 0.348
H -2.8413 -3.0348 -1.4404 0.273
H 1.5341 0.0167 4.4420 0.409
C -2.7294 -1.1470 -4.8331 -1.223
H -5.4781 0.4060 -1.6546 0.238
H -1.6738 3.4270 1.2916 0.478
H -0.3849 2.4029 0.6555 -0.875
```


[6]
# C2H3BrClF

C2H3BrClF as an isolated structure at a distorted geometry (ωB97M-V/def2-TZVPD, the Open Molecules 2025 dataset).

The gap between HOMO and LUMO comes out at 8.27 eV. Its multiplicity is 1. The HOMO energy is -9.316 eV. The energy above the lowest of the compared OMol25 structures with the same formula, charge and spin comes out at 3.7215 eV.

```
8
Properties=species:S:1:pos:R:3:mulliken_charge:R:1
C 0.3258 -0.0965 0.0501 -0.505
H -0.4768 0.3280 0.5658 0.303
C 1.8010 -2.3857 -2.4644 -0.023
H -0.0803 -0.8327 -0.5224 0.267
Br 3.1998 -1.1793 -2.3679 -0.003
F 1.3985 -0.5636 0.7337 -0.235
Cl 2.1290 -3.8006 -1.6744 0.013
H 0.6736 0.7041 -0.7764 0.182
```